{"formula": "C7H16Si2", "method": "ωB97M-V/def2-TZVPD", "elements": ["H", "H", "Si", "C", "H", "C", "H", "H", "H", "H", "C", "H", "H", "H", "H", "C", "H", "H", "H", "Si", "H", "H", "C", "C", "C"], "coordinates": [[0.094184, -3.040730, -1.961140], [-2.174556, 0.164079, 0.338577], [-0.047969, 0.666238, 1.450246], [1.408105, 0.684822, -1.011787], [-0.535368, 0.290761, -4.027005], [-0.852249, -0.370279, -3.285678], [1.802798, -2.375515, -2.133720], [-0.802509, -1.343692, -3.750294], [-0.718837, 3.126581, 2.059891], [1.934092, 1.979863, 0.431129], [0.795187, -2.364752, -1.604411], [0.139412, -0.359350, 3.803784], [1.558985, 0.650691, 3.475983], [1.264067, -1.082701, 2.860060], [2.028842, 1.249280, -1.695241], [1.389561, 1.117906, 0.244047], [-2.139993, 2.179370, 1.415556], [-1.413644, -1.508876, 0.565141], [-1.929684, -0.130347, -3.426093], [0.129441, -0.530500, -1.717254], [1.120100, -2.669907, -0.678605], [-1.470643, 1.951711, 3.050147], [0.843825, -0.084350, 3.101138], [-1.172482, 2.183248, 2.081901], [-1.250669, -0.383549, 0.413630]], "forces_ev_per_a": [[-1.076, -1.380, -1.036], [-0.424, -0.040, -0.361], [-0.147, -0.501, 0.996], [-0.728, 0.067, -1.306], [1.539, 1.262, -1.140], [-1.476, -0.475, -0.280], [-1.373, -0.204, -0.183], [0.263, -0.541, -0.171], [0.636, 1.446, -0.089], [1.602, 1.373, 0.666], [1.808, 3.265, -1.960], [-1.717, 0.042, 1.776], [0.065, -0.359, 0.037], [0.497, 0.795, -0.136], [0.478, -0.172, -0.258], [-2.568, -0.796, 0.274], [1.864, 0.197, 1.179], [0.234, 1.765, 0.039], [0.345, -0.183, 1.456], [-1.272, -1.075, 4.205], [0.223, -0.338, 2.666], [-0.539, -0.412, 1.866], [0.246, 0.042, -3.254], [-0.830, -2.099, -3.524], [2.350, -1.679, -1.461]], "lowdin_charge": [-0.01, -0.05, 0.59, -0.27, 0.00, -0.21, 0.05, 0.02, -0.02, 0.03, -0.19, -0.03, 0.02, 0.02, 0.04, -0.23, 0.06, 0.00, 0.05, 0.77, -0.02, -0.02, -0.18, -0.17, -0.24], "orbital_gap_ev": 8.96, "e_above_lowest_kcal_mol": 11.1, "molar_mass_g_mol": 156.38}


{"formula": "C54H52Cl4Ge2O3RuS4", "method": "ωB97M-V/def2-TZVPD", "elements": ["C", "C", "C", "C", "C", "H", "C", "C", "Cl", "S", "H", "C", "H", "H", "H", "C", "H", "H", "H", "H", "C", "C", "C", "H", "Cl", "H", "S", "O", "C", "H", "C", "C", "H", "C", "H", "H", "C", "C", "H", "C", "C", "C", "H", "C", "H", "H", "C", "C", "C", "S", "C", "O", "H", "Ru", "H", "C", "H", "C", "H", "C", "C", "C", "H", "C", "H", "H", "H", "C", "C", "H", "Cl", "H", "H", "C", "C", "H", "O", "C", "C", "C", "Cl", "H", "H", "H", "H", "H", "H", "H", "H", "H", "H", "C", "H", "H", "C", "H", "H", "C", "H", "C", "C", "H", "Ge", "C", "C", "C", "H", "C", "C", "H", "H", "C", "C", "C", "C", "Ge", "S", "H", "H", "C"], "coordinates": [[1.397541, -4.337702, 3.860897], [-0.868207, -1.692596, -3.414241], [3.761769, 4.771299, -0.238453], [4.453294, -2.174828, 0.671510], [2.950886, -0.289106, 0.747981], [1.760519, -2.828182, 5.329899], [-2.341869, 4.802484, -3.766508], [-3.945160, 0.531609, -2.960045], [1.558661, 6.724374, -2.449927], [0.759625, 2.602419, 1.313206], [-5.371100, -0.663350, 0.472130], [-1.919439, -4.111954, 1.922106], [3.871484, -0.616442, 3.556927], [-2.534617, -4.830743, 1.377520], [1.099333, -4.677938, -0.115024], [-0.606673, 0.308771, -4.756831], [1.230084, 1.285715, -5.306455], [-5.210110, -4.507380, -1.974828], [1.470564, -6.256869, 4.831544], [3.081688, 0.711169, -2.265598], [3.927743, 0.488008, 0.105010], [0.221560, 1.143420, -5.699951], [-1.569812, 4.199537, -2.742966], [-2.221669, 1.709074, -4.646821], [-2.841023, 6.694901, -5.597617], [-5.441329, 0.525091, 1.772930], [-2.625095, 1.579788, 0.416427], [-1.911791, 3.128430, -2.137598], [3.347606, 2.581763, -1.198745], [3.219753, 6.607983, -1.224509], [1.995749, -3.732036, 1.589562], [-5.489173, -0.538662, 1.546851], [-6.487532, -0.892356, 1.816912], [-1.903903, 5.956835, -4.366447], [6.301177, -1.892316, -0.376329], [-2.841421, -0.572525, 6.148141], [-3.372622, -1.512352, 5.979350], [5.373177, -1.438670, -0.050170], [4.565323, 2.722204, 3.150724], [-4.353018, -1.078232, 3.705422], [-0.675492, 6.559277, -3.964413], [-2.898892, -2.022422, -1.984374], [2.956489, -0.915959, 5.039860], [0.091133, 6.001767, -2.966600], [-0.896820, -3.846426, -3.272971], [-0.159323, -5.642769, 4.596015], [-0.140553, -0.924734, -4.309069], [2.886837, -0.857036, 3.954193], [1.486546, -4.637734, 2.508731], [-0.405768, -0.841604, 1.927993], [2.467971, -2.491774, 2.033894], [0.316479, 4.245981, -1.379791], [-4.991141, -0.324585, 4.158377], [-0.767301, 2.702284, -0.471648], [-0.227667, 2.125006, -5.851970], [1.829275, -3.087281, 4.277600], [3.282379, 6.722986, 0.537622], [-2.105352, -1.216200, -2.957894], [-3.928970, 1.618055, -2.917083], [3.318151, 3.971871, -1.278440], [-2.601947, 0.008769, -3.404779], [2.916850, 1.778948, -2.401391], [-1.355111, -4.644062, 2.683453], [-3.614130, -2.259839, 1.750000], [-1.205088, 5.000388, 1.316437], [2.935730, 4.434488, -2.182081], [4.627190, 4.756689, 1.722113], [-0.332253, 4.815049, -2.327093], [-3.756700, -3.008101, -2.460246], [0.866787, -4.951808, 5.857718], [-3.828499, 4.068201, -4.210199], [-4.223868, 0.159803, -1.975525], [0.831384, -1.278472, -4.640212], [2.374483, -2.161964, 3.394971], [4.256628, 4.148889, 0.901019], [-0.350301, -3.034145, -1.811218], [-1.812020, 4.860076, 0.579736], [-2.764108, -3.035553, 2.547824], [-4.542553, -3.746401, -1.589202], [-2.701860, -2.787291, 3.910395], [-0.162517, 8.005094, -4.727453], [4.774664, 6.661797, -0.394264], [0.314298, 0.658885, -6.674370], [-4.360059, -1.418166, 6.432988], [-1.208277, -3.681021, 1.211722], [-4.725696, 0.226038, -3.663339], [4.682565, 1.130675, 2.394925], [-2.649391, 4.590705, 0.975018], [1.144766, -5.605245, 2.152441], [1.857669, 1.937341, -2.617882], [-5.116374, -4.057448, 0.458027], [4.307123, 2.768768, 1.017867], [2.224269, -0.018854, 3.718628], [-2.828499, -2.302397, 6.496418], [3.823869, 1.975324, -0.037391], [4.677618, -3.196570, 0.954291], [6.004202, 2.277186, 2.237171], [-4.488651, -3.499661, -0.227745], [-3.809141, -3.184095, -3.528562], [-0.316036, -2.998330, -2.902737], [0.864059, -5.348880, 4.842336], [3.471841, 2.101437, -3.285195], [1.130389, 0.466114, 0.902627], [-3.641903, -2.518390, 0.280025], [-1.837488, 0.753401, -4.302189], [2.000017, -4.110685, 0.126197], [2.856905, -4.743047, -0.119449], [3.244149, -1.620538, 1.099593], [-2.827629, -1.795218, -0.605545], [-2.018195, -3.366616, 4.522333], [5.859005, 0.513353, -0.801502], [-4.446070, -1.296433, 2.333373], [5.122554, -0.101797, -0.296991], [4.916006, 2.183098, 2.269415], [-3.478108, -1.798579, 4.504505], [-1.664869, -0.386343, 0.117948], [0.140943, 0.192243, -1.156940], [0.719243, -3.127470, -3.217371], [2.037521, -3.233302, -0.518410], [3.754656, 6.274623, -0.338249]], "forces_ev_per_a": [[0.001, -0.034, 0.021], [-0.023, -0.118, -0.094], [-0.003, 0.051, -0.029], [-0.024, 0.022, 0.081], [-0.192, 0.047, 0.265], [0.021, -0.007, -0.030], [-0.075, 0.098, -0.142], [0.045, -0.034, -0.054], [-0.837, 0.045, -0.498], [-0.233, -0.190, -0.276], [0.018, 0.012, -0.017], [-0.019, 0.051, 0.012], [0.051, 0.026, -0.009], [0.007, 0.001, -0.006], [0.004, 0.010, 0.005], [0.004, 0.039, -0.016], [-0.001, 0.007, -0.010], [0.014, 0.012, 0.000], [-0.012, 0.015, 0.012], [-0.042, -0.010, -0.013], [0.107, 0.004, 0.019], [-0.044, -0.068, 0.043], [0.103, -0.104, 0.071], [0.030, -0.044, 0.039], [0.011, 0.013, -0.016], [0.000, 0.068, 0.004], [0.162, 0.043, -0.135], [-0.138, 0.231, -0.156], [0.131, -0.046, -0.115], [0.634, -0.110, 0.568], [-0.076, -0.001, -0.117], [0.135, -0.056, 0.003], [0.024, 0.004, -0.022], [-0.019, -0.052, 0.024], [-0.016, 0.011, 0.015], [-0.007, -0.024, 0.008], [0.029, 0.026, -0.063], [0.008, -0.010, -0.014], [0.007, -0.011, -0.003], [-0.005, 0.033, -0.037], [0.054, -0.035, 0.063], [0.017, -0.055, 0.023], [0.009, 0.007, -0.015], [-0.094, 0.202, -0.205], [0.001, -0.003, 0.028], [0.007, 0.016, -0.001], [-0.010, -0.024, -0.010], [-0.078, -0.042, -0.108], [-0.071, -0.014, 0.004], [0.092, 0.034, -0.114], [-0.118, 0.048, 0.064], [-0.035, -0.012, -0.176], [0.021, -0.016, -0.009], [-0.178, -0.103, 0.770], [0.003, 0.001, -0.007], [-0.052, -0.013, 0.043], [-0.023, 0.007, -0.014], [-0.021, 0.014, -0.032], [-0.004, -0.007, 0.014], [0.049, -0.041, -0.049], [-0.032, 0.031, 0.026], [-0.049, 0.101, -0.003], [0.059, -0.016, 0.026], [-0.080, 0.039, 0.014], [-0.031, -0.014, 0.043], [0.083, -0.077, 0.061], [-0.024, -0.005, -0.020], [0.008, -0.132, 0.057], [0.000, -0.042, -0.050], [-0.006, -0.012, -0.024], [0.022, 0.003, 0.036], [-0.015, 0.002, -0.003], [-0.017, -0.002, 0.010], [0.057, 0.000, -0.058], [0.000, -0.029, 0.005], [0.018, -0.012, 0.002], [-0.001, 0.063, -0.134], [0.068, -0.005, -0.046], [-0.006, -0.008, -0.032], [0.006, 0.003, 0.031], [-0.012, -0.006, -0.017], [0.018, -0.019, 0.048], [0.005, 0.016, 0.011], [0.009, -0.003, 0.009], [0.009, -0.045, 0.027], [0.014, -0.006, 0.012], [-0.028, -0.052, 0.017], [0.027, -0.045, 0.062], [-0.035, 0.012, 0.006], [-0.027, -0.017, 0.008], [0.020, 0.003, -0.011], [-0.073, 0.023, 0.006], [0.001, 0.000, -0.025], [-0.013, 0.007, 0.001], [0.027, 0.012, 0.061], [-0.006, 0.008, -0.017], [0.003, -0.022, 0.015], [-0.008, 0.067, 0.046], [-0.002, 0.006, 0.014], [-0.034, 0.089, -0.038], [0.000, 0.037, -0.037], [0.033, -0.023, 0.011], [-0.229, -0.447, -0.253], [0.007, 0.044, -0.167], [0.011, 0.041, -0.035], [0.033, 0.021, 0.100], [0.010, 0.029, -0.025], [0.220, 0.143, 0.035], [-0.015, 0.116, 0.296], [0.000, -0.022, -0.008], [-0.001, -0.008, 0.037], [-0.004, -0.042, -0.035], [-0.004, 0.075, -0.110], [-0.032, 0.049, -0.071], [-0.003, -0.029, 0.039], [0.433, 0.094, 0.117], [0.042, 0.105, 0.301], [-0.006, -0.006, 0.003], [-0.019, -0.005, -0.010], [0.227, 0.003, 0.043]], "lowdin_charge": [-0.27, -0.28, -0.25, -0.03, -0.22, 0.12, -0.60, -0.03, 0.84, 0.20, 0.07, -0.03, 0.07, 0.09, 0.08, -0.27, 0.07, 0.11, 0.08, 0.07, -0.23, -0.04, -0.35, 0.09, 0.70, 0.07, 0.19, -0.18, -0.22, -0.06, -0.22, -0.04, 0.09, -0.69, 0.11, 0.08, -0.05, -0.05, 0.09, -0.01, -0.69, -0.22, 0.08, -0.57, 0.09, 0.07, -0.04, -0.03, -0.03, 0.34, -0.17, -0.17, 0.12, 0.83, 0.07, -0.01, 0.09, -0.19, 0.03, -0.03, -0.21, -0.05, 0.06, -0.17, 0.04, 0.09, 0.12, -0.34, -0.02, 0.07, 0.77, 0.06, 0.12, -0.23, -0.02, 0.07, -0.09, -0.25, -0.05, -0.02, 0.71, 0.09, 0.08, 0.08, 0.07, 0.09, 0.05, 0.04, 0.13, 0.04, 0.13, -0.22, 0.07, 0.07, -0.18, 0.12, 0.09, -0.02, 0.13, -0.03, -0.05, 0.09, 0.10, -0.22, -0.01, -0.03, 0.09, -0.20, -0.21, 0.11, 0.13, -0.21, -0.02, -0.02, -0.26, 0.10, 0.35, 0.08, 0.07, -0.08], "orbital_gap_ev": [7.45, 5.87], "e_above_lowest_kcal_mol": 0.0, "molar_mass_g_mol": 1265.38, "spin_multiplicity": 5}


{"formula": "C4H4N2O", "method": "ωB97M-V/def2-TZVPD", "elements": ["C", "N", "N", "H", "C", "C", "C", "H", "H", "O", "H"], "coordinates": [[-2.119036, -0.589070, -0.006436], [1.643531, 1.134348, -0.134909], [0.483766, -0.718463, 0.133949], [-2.255379, 0.437369, 0.193925], [1.710081, -0.169325, 0.024476], [-0.464789, 0.250665, 0.020403], [0.298820, 1.422928, -0.135120], [-0.008414, 2.458377, -0.251421], [2.612605, -0.762046, 0.058268], [-2.146742, -1.771332, -0.133568], [0.245553, -1.693446, 0.230432]], "forces_ev_per_a": [[4.790, 0.904, -0.103], [-0.504, -0.228, 0.118], [0.474, -0.399, -0.119], [-3.821, 0.298, 0.268], [0.155, -0.051, 0.045], [0.157, -1.489, -0.420], [-0.558, -0.281, -0.027], [-0.159, -0.371, 0.014], [-0.017, 0.113, 0.041], [-0.685, 1.534, 0.233], [0.168, -0.029, -0.051]], "lowdin_charge": [-0.08, 0.04, 0.03, 0.09, -0.21, -0.16, -0.15, 0.09, 0.12, 0.09, 0.14], "orbital_gap_ev": 8.84, "e_above_lowest_kcal_mol": 78.1, "molar_mass_g_mol": 96.09, "smiles": "O=Cc1cnc[nH]1"}